The following is a DFT calculation (the ωB97M-V functional and the def2-TZVPD basis) of C45H38F5N2O2P2RuS as an isolated structure at a distorted geometry.

```
96
Properties=species:S:1:pos:R:3:forces:R:3
Ru 0.279200 0.752400 0.566000 -1.07 0.99 0.14
O 2.302200 -0.167200 2.413800 0.54 -0.15 0.48
C 3.530100 0.309700 2.027900 0.30 -0.08 -0.85
C 4.459300 0.931900 2.841000 0.01 0.05 0.25
C 5.668100 1.347000 2.297900 -0.15 -0.14 -0.28
C 5.924100 1.170400 0.946100 0.28 0.15 0.18
C 4.971000 0.609100 0.116500 -0.44 -0.27 0.18
C 3.761300 0.168100 0.645800 -0.17 0.21 0.39
P 2.292500 -0.376200 -0.309200 0.13 0.80 -0.84
C 2.655000 0.170400 -2.004900 0.20 -0.06 -0.20
C 1.809600 1.131000 -2.559700 -0.12 -0.08 0.30
C 1.999200 1.570500 -3.856000 0.20 0.00 -0.31
C 3.045400 1.055900 -4.611100 -0.12 0.12 0.10
C 3.894700 0.104400 -4.064500 0.15 -0.10 -0.13
C 3.697000 -0.352300 -2.775200 -0.24 0.17 0.06
C 2.658600 -2.170300 -0.426500 -0.31 0.08 0.21
C 3.230700 -2.839200 0.653500 -0.03 0.11 -0.06
C 3.485000 -4.196400 0.581900 -0.01 -0.19 0.06
C 3.177200 -4.902500 -0.570500 0.00 0.01 0.01
C 2.577400 -4.247500 -1.635900 -0.05 -0.13 -0.01
C 2.299800 -2.895200 -1.561100 -0.01 0.16 0.11
C 1.989200 -0.327700 3.739800 -0.64 0.10 0.52
C 2.877400 -0.836000 4.675900 0.17 -0.13 0.06
C 2.502300 -0.911700 6.008000 -0.07 0.08 -0.21
C 1.237600 -0.496100 6.404200 0.03 -0.03 0.20
C 0.327500 -0.058300 5.462300 0.23 -0.06 -0.27
C 0.684800 0.002800 4.115000 0.34 -0.05 -0.24
P -0.514200 0.515900 2.836600 -0.24 1.05 -0.41
C -0.882900 2.168400 3.513700 0.13 -0.04 0.36
C -2.042900 2.548400 4.175400 0.19 -0.14 -0.17
C -2.168500 3.842300 4.650000 0.07 0.29 0.04
C -1.133700 4.751900 4.487000 -0.21 0.00 0.12
C 0.040100 4.366900 3.859400 0.09 -0.06 -0.02
C 0.166900 3.080900 3.374100 -0.17 -0.06 0.16
C -1.937900 -0.527300 3.243900 0.02 -0.21 -0.18
C -3.194900 -0.162900 2.757700 0.21 0.09 0.09
C -4.272700 -1.012000 2.917700 -0.15 0.00 -0.03
C -4.096300 -2.259500 3.499600 0.09 -0.03 0.12
C -2.842400 -2.639900 3.954800 -0.25 -0.06 0.06
C -1.769200 -1.779200 3.832900 0.00 0.39 0.07
H 4.261000 1.095700 3.887900 -0.03 -0.02 0.08
H 6.414000 1.791200 2.940000 0.02 0.09 0.03
H 6.871700 1.482900 0.538100 0.13 0.05 -0.07
H 5.159900 0.496700 -0.941300 0.02 0.11 -0.02
H 0.977900 1.510200 -1.961900 0.21 -0.10 -0.14
H 1.323700 2.299700 -4.282500 -0.02 0.01 -0.01
H 3.193400 1.385700 -5.628500 0.02 0.05 -0.09
H 4.710200 -0.295300 -4.651200 0.02 -0.03 -0.07
H 4.327000 -1.133500 -2.370500 0.08 -0.01 -0.01
H 3.481600 -2.296000 1.553900 0.05 0.01 0.04
H 3.911700 -4.705900 1.435400 0.07 -0.02 -0.01
H 3.397700 -5.958600 -0.635700 -0.02 -0.05 0.00
H 2.309100 -4.794600 -2.526300 -0.01 -0.08 -0.11
H 1.818900 -2.389500 -2.387400 -0.02 -0.02 -0.07
H 3.858000 -1.166700 4.367300 0.08 0.02 -0.01
H 3.210600 -1.276500 6.737500 0.02 -0.07 0.04
H 0.967500 -0.529700 7.449300 -0.05 0.00 0.07
H -0.670100 0.244100 5.751400 -0.04 -0.02 0.05
H -2.839500 1.833600 4.318600 -0.09 -0.01 0.04
H -3.073600 4.140700 5.155800 -0.11 0.06 0.06
H -1.236100 5.758600 4.861600 -0.04 0.12 0.04
H 0.851200 5.070800 3.747700 0.09 0.07 -0.02
H 1.081100 2.760600 2.881600 -0.06 0.08 0.02
H -3.312800 0.793700 2.261700 -0.08 -0.02 -0.07
H -5.254300 -0.708800 2.583000 -0.05 0.01 -0.07
H -4.936500 -2.929800 3.593900 -0.09 -0.08 0.02
H -2.691800 -3.617900 4.386200 -0.02 -0.09 0.05
H -0.792300 -2.080300 4.180200 0.02 -0.11 -0.02
C 2.607000 3.389400 0.183000 0.93 -0.68 0.14
O 1.295000 3.857500 0.355300 -2.02 -0.69 -0.30
C 0.286300 2.966800 0.339800 1.08 -2.17 0.82
C -1.021000 3.690400 0.382600 0.18 0.18 0.09
H 3.270600 4.074500 0.709200 -0.04 0.05 -0.06
H 2.866100 3.362300 -0.880000 -0.08 0.03 0.13
H 2.718100 2.380600 0.603600 -0.11 0.35 -0.13
H -0.888900 4.704100 0.770100 0.03 -0.02 -0.03
H -1.746200 3.154400 0.998400 0.14 -0.02 -0.20
H -1.432900 3.761400 -0.628800 0.08 -0.18 -0.01
F -7.120400 -0.469900 0.114700 0.20 0.03 -0.03
C -5.834200 -0.255200 -0.198800 0.42 0.03 -0.08
C -4.963300 -1.328700 -0.391000 -0.35 0.17 -0.04
F -5.412200 -2.586500 -0.264900 -0.05 0.15 0.01
C -3.643000 -1.098500 -0.720500 0.29 0.65 -0.04
F -2.852200 -2.158000 -0.968100 -0.28 0.09 0.10
C -3.106900 0.197700 -0.814200 -0.67 0.03 0.31
S -1.448000 0.472300 -1.226900 0.90 0.12 -0.39
C -4.016400 1.258300 -0.641800 0.42 -0.59 -0.08
F -3.589100 2.519000 -0.803200 -0.25 -0.12 0.13
C -5.347300 1.045300 -0.339100 -0.24 -0.22 0.03
F -6.177600 2.088600 -0.196200 0.01 -0.16 0.04
N -1.248100 -3.089200 1.229600 -0.07 -0.15 0.04
N -0.374000 -2.046300 0.780900 0.64 0.10 -0.51
H -1.394500 -3.782000 0.495100 0.08 0.27 0.06
H -2.155900 -2.685500 1.434400 0.13 0.06 -0.04
H -0.479600 -1.865100 -0.226600 -0.07 -0.07 0.37
H 0.575800 -2.380500 0.940600 -0.30 0.02 -0.09
```
Positions in Å, forces in eV/Å.

Properties
Total charge: 0
Energy relative to the best compared isomer or geometry (same formula, charge and spin): 56.52 kcal per mole
Multiplicity: 2
F_max: 2.57 eV/Å

Charges in e, computed with Mulliken, in the same order as the atoms: Ru 0.1292; O 1.4478; C 0.4135; C -0.7814; C -0.9972; C -0.9750; C -0.4780; C -0.6594; P 2.4010; C 0.7964; C -0.4410; C -1.1318; C -0.6391; C -0.8669; C -0.5263; C 0.0326; C 0.0102; C -0.8644; C -0.5852; C -0.8093; C -0.4919; C 0.3153; C -0.7910; C -0.9020; C -0.9129; C 0.1076; C -1.0416; P 2.9350; C 0.6809; C -0.4678; C -0.7756; C -0.7274; C -0.6813; C -0.6083; C 0.5191; C -0.8427; C -1.1075; C -0.8803; C -0.7427; C -0.6456; H 0.6227; H 0.4488; H 0.4448; H 0.4701; H 0.1715; H 0.4836; H 0.3973; H 0.4234; H 0.6044; H 0.2295; H 0.4497; H 0.3978; H 0.4399; H 0.5992; H 0.5927; H 0.4295; H 0.4546; H 0.5218; H 0.5017; H 0.4586; H 0.3961; H 0.4309; H 0.0197; H 0.7436; H 0.5774; H 0.4061; H 0.3895; H 0.2165; C -0.4935; O -0.3138; C 0.7130; C -1.3178; H 0.3684; H 0.2506; H -0.0335; H 0.4367; H 0.0698; H 0.3187; F -0.3737; C 0.4905; C 0.3214; F -0.3833; C 0.1173; F -0.5178; C 0.5231; S -0.5381; C -0.0119; F -0.4083; C 0.4456; F -0.3425; N -0.7774; N 0.2151; H 0.3216; H -0.0157; H 0.2099; H -0.0106